1.
Density functional theory data (ωB97M-V with the def2-TZVPD basis set) for a 9-piece molecular cluster, C36H70F12O18 overall at a distorted geometry.

Structure (XYZ):
```
136
Properties=species:S:1:pos:R:3
C -2.930 2.621 3.691
O -3.354 3.966 3.399
C -3.893 4.558 4.594
C -4.937 5.568 4.279
O -5.863 4.967 3.360
C -7.039 5.800 3.087
H -2.073 2.712 4.359
H -2.575 2.166 2.766
H -3.659 1.927 4.106
H -3.082 5.127 5.049
H -4.327 3.851 5.302
H -4.528 6.520 3.938
H -5.452 5.806 5.210
H -6.868 6.747 2.574
H -7.591 6.035 3.997
H -7.738 5.231 2.474
C 2.256 3.639 5.105
O 2.930 2.978 6.258
C 2.334 3.226 7.526
C 1.108 2.370 7.909
O 1.466 1.033 7.999
C 0.355 0.186 8.163
H 1.420 2.963 4.925
H 2.786 3.647 4.153
H 2.010 4.656 5.412
H 2.097 4.280 7.666
H 3.075 2.966 8.281
H 0.271 2.473 7.217
H 0.665 2.727 8.839
H -0.121 0.421 9.115
H 0.650 -0.861 8.107
H -0.373 0.383 7.375
C -4.119 -3.521 -1.862
O -3.153 -4.530 -1.939
C -3.761 -5.861 -1.815
C -2.836 -7.121 -1.586
O -2.204 -7.149 -0.285
C -0.934 -6.553 -0.282
H -3.717 -2.544 -1.596
H -4.864 -3.777 -1.109
H -4.630 -3.300 -2.800
H -4.314 -6.084 -2.727
H -4.456 -5.901 -0.976
H -2.234 -7.401 -2.451
H -3.492 -7.989 -1.517
H -0.486 -6.689 0.702
H -1.000 -5.487 -0.500
H -0.300 -7.101 -0.979
C 3.892 1.934 0.997
O 4.185 3.114 1.828
C 4.775 4.233 1.087
C 6.062 3.784 0.273
O 5.700 3.176 -0.976
C 6.790 2.554 -1.619
H 4.804 1.374 0.791
H 3.451 2.155 0.025
H 3.211 1.278 1.539
H 5.010 5.130 1.659
H 3.979 4.550 0.413
H 6.680 3.148 0.906
H 6.697 4.648 0.079
H 7.710 3.135 -1.558
H 6.572 2.613 -2.685
H 6.960 1.518 -1.325
C -2.204 -3.147 -5.215
O -2.287 -2.816 -6.535
C -1.101 -3.083 -7.253
C -1.513 -3.233 -8.713
O -2.658 -4.065 -9.012
C -2.654 -5.372 -8.615
H -2.182 -4.199 -4.930
H -3.130 -2.754 -4.796
H -1.372 -2.600 -4.771
H -0.690 -4.059 -6.994
H -0.409 -2.242 -7.275
H -0.651 -3.536 -9.308
H -1.904 -2.240 -8.935
H -2.498 -5.371 -7.536
H -1.831 -6.000 -8.956
H -3.611 -5.733 -8.992
C 5.674 -0.317 -3.110
C 4.300 -0.209 -2.422
O 3.287 0.197 -3.362
C 2.722 -0.796 -4.209
O 3.046 -1.983 -4.254
C 1.812 -0.238 -5.287
F 2.428 -0.444 -6.446
F 0.742 -0.998 -5.244
F 1.535 1.026 -5.070
H 6.467 -0.628 -2.430
H 6.042 0.655 -3.441
H 5.746 -0.987 -3.967
H 4.372 0.525 -1.619
H 4.051 -1.174 -1.982
C -3.472 1.027 -1.941
C -2.773 2.012 -2.945
O -3.309 1.776 -4.294
C -2.774 0.755 -4.984
O -2.011 -0.017 -4.440
C -3.206 0.675 -6.449
F -3.860 -0.458 -6.566
F -4.089 1.651 -6.746
F -2.169 0.766 -7.318
H -4.558 1.110 -1.983
H -3.131 1.167 -0.915
H -3.216 -0.017 -2.123
H -1.699 2.059 -2.764
H -3.127 2.986 -2.608
C 4.011 -0.214 5.602
C 2.533 -0.648 5.763
O 2.181 -1.347 4.636
C 1.015 -1.947 4.461
O 0.149 -2.040 5.303
C 0.840 -2.483 3.024
F -0.279 -2.030 2.565
F 1.842 -2.021 2.202
F 0.695 -3.837 3.016
H 4.248 0.479 4.795
H 4.671 -1.061 5.416
H 4.380 0.387 6.433
H 1.942 0.267 5.808
H 2.347 -1.183 6.694
C 0.453 1.067 2.474
C 0.151 1.170 0.959
O 0.315 -0.164 0.424
C 0.374 -0.371 -0.920
O 0.501 0.546 -1.709
C 0.250 -1.878 -1.420
F 1.386 -2.248 -1.873
F -0.109 -2.667 -0.355
F -0.591 -1.974 -2.471
H 0.619 2.045 2.925
H 1.323 0.464 2.735
H -0.420 0.680 2.999
H 0.914 1.817 0.525
H -0.878 1.493 0.799
```

Values from the calculation:
highest occupied orbital energy (spin up / spin down): -10.3 / -10.3 eV
2S+1: 2
frontier orbital gap (spin up / spin down): 7.55 / 0.90 eV
E: -3965.7504 a.u.
total charge: +1
⟨S²⟩: 0.756
LUMO level (spin up / spin down): -2.774 / -9.426 eV

=====

2.
Density functional theory data (ωB97M-V with the def2-TZVPD basis set) for C36H71Br2NNbO13S5 as an isolated structure at a distorted geometry.

Structure (XYZ):
```
129
Properties=species:S:1:pos:R:3
C 3.447 2.126 1.686
C 2.092 1.536 1.973
C 1.411 0.381 0.989
Nb -0.531 1.193 0.048
Br 0.406 3.644 0.640
C -1.352 -0.886 -0.399
C -2.836 -1.200 0.223
C -3.850 -1.880 -0.918
Br -5.394 -0.697 -1.376
C -1.440 1.140 2.148
C -1.094 -0.223 3.004
O 0.067 -0.101 3.907
C 0.427 -1.521 4.230
O -0.548 -2.330 4.719
C 1.935 -2.154 4.082
C 2.181 -3.003 2.687
C -2.456 2.253 -0.639
C -2.414 2.768 -2.197
C -1.421 3.981 -2.768
N -3.301 2.179 -3.090
O 0.334 1.439 -1.856
C 0.984 0.231 -2.367
C 0.272 -0.434 -3.696
H 4.463 1.555 1.877
H 3.502 3.223 1.245
H 1.530 1.973 2.923
H 1.236 -0.646 1.522
H 2.232 0.178 0.147
H -0.559 -1.686 -0.009
H -1.425 -1.080 -1.571
H -2.695 -2.057 1.042
H -3.370 -0.295 0.732
H -3.236 -2.255 -1.870
H -4.318 -2.874 -0.453
H -1.041 2.052 2.770
H -2.611 1.279 2.056
H -0.927 -1.181 2.350
H -2.047 -0.433 3.690
H 2.061 -2.929 4.980
H 2.776 -1.329 4.216
H 2.657 -2.274 1.877
H 3.022 -3.820 2.898
H 1.202 -3.453 2.225
H -3.350 1.498 -0.468
H -2.709 3.158 0.093
H -0.422 4.068 -2.157
H -1.099 3.705 -3.884
H -1.941 5.029 -2.795
H -3.894 1.452 -2.607
H 2.075 0.564 -2.722
H 1.151 -0.628 -1.593
H 0.516 -1.601 -3.642
H -0.886 -0.273 -3.741
H 0.757 -0.051 -4.694
C -8.254 4.192 -3.125
C -8.429 5.330 -2.121
C -7.462 5.075 -0.966
S -6.096 4.151 -1.653
O -6.090 2.830 -1.061
O -4.917 4.993 -1.681
C -6.753 4.027 -3.305
H -8.751 4.409 -4.075
H -8.688 3.271 -2.718
H -8.183 6.284 -2.604
H -9.461 5.400 -1.763
H -7.090 6.010 -0.539
H -7.924 4.466 -0.184
H -6.476 3.068 -3.746
H -6.334 4.848 -3.894
C 5.570 -7.193 -0.134
C 4.313 -6.640 -0.804
C 3.769 -5.527 0.091
S 5.175 -4.855 0.963
O 5.022 -5.141 2.374
O 5.450 -3.521 0.468
C 6.382 -5.978 0.287
H 6.137 -7.842 -0.808
H 5.290 -7.782 0.748
H 4.574 -6.229 -1.786
H 3.563 -7.420 -0.964
H 3.293 -4.737 -0.495
H 3.065 -5.917 0.831
H 7.141 -6.207 1.037
H 6.842 -5.492 -0.579
C 3.562 -1.722 -6.367
C 2.554 -2.073 -7.460
C 2.483 -3.596 -7.547
S 2.896 -4.209 -5.921
O 4.145 -4.936 -6.006
O 1.710 -4.774 -5.308
C 3.218 -2.618 -5.186
H 3.514 -0.663 -6.095
H 4.578 -1.937 -6.718
H 1.569 -1.672 -7.190
H 2.833 -1.635 -8.424
H 1.481 -3.937 -7.820
H 3.217 -3.991 -8.255
H 4.027 -2.699 -4.458
H 2.299 -2.285 -4.693
C 2.678 6.631 -1.393
C 2.504 7.769 -0.388
C 3.471 7.514 0.767
S 4.837 6.590 0.080
O 4.843 5.268 0.671
O 6.016 7.432 0.051
C 4.180 6.466 -1.572
H 2.181 6.848 -2.343
H 2.245 5.709 -0.986
H 2.750 8.722 -0.871
H 1.472 7.839 -0.031
H 3.843 8.448 1.194
H 3.009 6.905 1.548
H 4.457 5.507 -2.014
H 4.599 7.287 -2.161
C -1.661 -3.122 8.771
C -1.908 -2.719 7.318
C -3.085 -3.547 6.805
S -4.089 -3.925 8.234
O -4.053 -5.355 8.457
O -5.332 -3.184 8.151
C -3.031 -3.138 9.433
H -0.980 -2.430 9.275
H -1.215 -4.123 8.806
H -2.160 -1.652 7.273
H -1.018 -2.872 6.699
H -3.681 -2.991 6.078
H -2.749 -4.491 6.368
H -3.049 -3.697 10.370
H -3.404 -2.122 9.592
```

Values from the calculation:
highest occupied orbital energy: -3.8 eV
frontier orbital gap: 5.50 eV
E: -9642.6407 a.u.
total charge: -1
LUMO level: 1.706 eV

=====

3.
Density functional theory data (ωB97M-V with the def2-TZVPD basis set) for C36H72BrN4NaO4 as an isolated structure at a distorted geometry.

Structure (XYZ):
```
118
Properties=species:S:1:pos:R:3
Na -0.074 0.891 0.063
Br -1.031 2.882 1.799
C 1.536 -3.813 0.604
C 2.892 -3.133 0.104
C 3.597 -4.203 -0.656
C 4.699 -3.571 -1.449
C 4.074 -2.595 -2.458
C 3.457 -1.460 -1.736
N 2.524 -2.093 -0.813
O 1.619 -1.235 -0.293
C 4.275 -0.457 -0.972
C 2.693 -0.641 -2.721
C 3.556 -2.646 1.433
H 0.864 -3.119 1.144
H 1.926 -4.479 1.377
H 1.100 -4.261 -0.256
H 3.934 -4.905 0.109
H 2.829 -4.771 -1.213
H 5.314 -4.357 -1.931
H 5.437 -3.122 -0.796
H 3.321 -2.929 -3.168
H 4.788 -2.179 -3.162
H 3.634 0.014 -0.294
H 4.982 -1.021 -0.321
H 4.717 0.270 -1.669
H 3.453 -0.259 -3.424
H 1.942 -1.323 -3.164
H 2.246 0.191 -2.122
H 4.403 -2.136 1.079
H 3.896 -3.493 1.984
H 2.942 -1.918 1.901
C 4.265 2.865 0.544
C 2.857 3.165 1.029
C 2.481 4.532 1.683
C 2.383 5.597 0.708
C 1.328 5.385 -0.304
C 1.484 3.999 -1.021
N 1.919 2.946 -0.113
O 1.826 1.725 -0.634
C 0.002 3.636 -1.607
C 2.524 4.175 -2.260
C 2.646 2.026 2.188
H 4.288 1.861 0.138
H 5.053 3.093 1.280
H 4.427 3.471 -0.360
H 1.547 4.416 2.258
H 3.143 4.736 2.535
H 3.277 5.574 0.069
H 2.476 6.588 1.142
H 0.986 6.123 -1.051
H 0.413 5.343 0.308
H -0.161 4.519 -2.249
H 0.203 2.835 -2.271
H -0.654 3.361 -0.807
H 2.324 5.087 -2.917
H 3.450 4.337 -1.675
H 2.640 3.243 -2.757
H 1.692 1.970 2.675
H 3.279 2.305 2.985
H 2.975 1.013 1.815
C -1.817 -2.447 -0.716
C -2.401 -2.160 -2.072
C -3.889 -2.508 -2.040
C -4.733 -2.022 -3.243
C -4.643 -0.497 -3.014
C -3.252 0.088 -3.156
N -2.496 -0.735 -2.140
O -1.519 -0.116 -1.517
C -2.858 0.066 -4.621
C -3.354 1.477 -2.535
C -1.734 -2.921 -3.188
H -2.204 -1.690 -0.007
H -0.681 -2.391 -0.845
H -2.012 -3.463 -0.560
H -3.878 -3.624 -2.009
H -4.408 -2.104 -1.207
H -5.719 -2.435 -3.139
H -4.307 -2.311 -4.220
H -5.105 -0.242 -2.067
H -5.192 0.153 -3.680
H -3.095 -0.764 -5.283
H -3.543 0.832 -5.044
H -1.861 0.477 -4.748
H -2.419 1.976 -2.704
H -4.048 1.955 -3.197
H -3.631 1.388 -1.475
H -0.702 -2.664 -3.197
H -2.311 -2.835 -4.098
H -1.835 -3.941 -2.790
C 0.298 0.054 4.000
C -1.123 -0.608 3.889
C -1.997 -0.005 5.182
C -3.465 0.118 4.945
C -3.863 0.821 3.666
C -3.326 -0.114 2.440
N -1.838 -0.135 2.558
O -1.099 -0.530 1.597
C -4.064 -1.478 2.444
C -3.759 0.650 1.079
C -1.158 -2.113 3.946
H 0.800 -0.545 3.292
H 0.631 -0.106 5.061
H 0.211 1.161 3.794
H -1.628 -0.594 6.007
H -1.520 0.982 5.302
H -3.950 0.506 5.813
H -3.759 -0.904 4.827
H -3.435 1.798 3.529
H -4.936 0.870 3.306
H -3.385 -2.242 1.981
H -4.220 -1.672 3.486
H -4.987 -1.443 1.858
H -4.844 0.586 1.253
H -3.584 1.701 1.026
H -3.429 0.067 0.183
H -0.644 -2.500 4.876
H -0.684 -2.419 3.005
H -2.213 -2.501 3.859
```

Values from the calculation:
highest occupied orbital energy (spin up / spin down): -7.2 / -7.5 eV
2S+1: 5
frontier orbital gap (spin up / spin down): 7.61 / 7.50 eV
E: -4670.8788 a.u.
⟨S²⟩: 6.018
LUMO level (spin up / spin down): 0.372 / 0.032 eV

=====

> What is the formula in the third record?

C36H72BrN4NaO4